(1)
Computed, not measured: the ion C3H3O3 with charge +1 at a distorted geometry, with the ωB97M-V functional and the def2-TZVPD basis.

Geometry (Å):
H: -0.70 1.42 0.26
O: -0.31 -0.55 0.33
O: -2.37 0.17 0.01
C: 2.32 -0.32 0.06
H: -2.74 -0.70 0.14
O: 1.78 0.82 0.22
C: -1.10 0.40 0.15
H: 3.25 -0.69 -0.64
C: 1.05 -0.28 0.88

Relative energy (zero: lowest compared OMol25 entry of this formula, charge and spin) = 115.7 kcal/mol
Highest occupied orbital energy (alpha / beta) = -13.89 / -13.89 eV
Molecular weight = 87.1 u
Charge = +1
Max |F| = 3.31 eV/A

***

(2)
Computed, not measured: the ion C3H3O3 with charge +1 at a distorted geometry, with the ωB97M-V functional and the def2-TZVPD basis.

Geometry (Å):
O: -0.01 -1.20 -0.02
C: 1.33 -0.82 -0.01
C: -0.72 -0.09 -0.06
O: -2.01 -0.29 -0.02
H: 2.18 -1.54 0.34
H: 0.22 2.09 -0.15
O: 1.40 0.44 -0.08
C: 0.17 1.00 -0.04
H: -2.56 0.41 0.05

Relative energy (zero: lowest compared OMol25 entry of this formula, charge and spin) = 18.6 kcal/mol
Highest occupied orbital energy = -15.16 eV
Molecular weight = 87.1 u
Charge = +1
Max |F| = 5.17 eV/A

***

(3)
Computed, not measured: the ion C3H3O3 with charge +1 at a distorted geometry, with the ωB97M-V functional and the def2-TZVPD basis.

Geometry (Å):
O: 1.18 -0.19 -0.08
H: 0.04 1.51 0.21
C: -1.07 -0.52 0.02
C: -0.09 0.41 0.02
H: -0.88 -1.51 0.09
O: 3.45 0.15 0.05
O: -2.37 -0.38 0.04
H: -2.59 0.47 -0.32
C: 2.33 0.08 -0.03

Relative energy (zero: lowest compared OMol25 entry of this formula, charge and spin) = 44.2 kcal/mol
Highest occupied orbital energy (alpha / beta) = -10.62 / -17.86 eV
Molecular weight = 87.1 u
Charge = +1
Max |F| = 7.91 eV/A
Spin multiplicity = 3

***

(4)
Computed, not measured: a structure of composition C3H3O4Yb at a distorted geometry, with the ωB97M-V functional and the def2-TZVPD basis.

Geometry (Å):
H: 1.56 -0.57 1.02
O: -1.36 0.99 -1.13
O: -1.11 -2.05 -0.52
C: -0.66 0.25 -0.44
O: 0.63 -1.24 -1.72
C: -0.31 -1.18 -0.91
H: 1.06 0.61 2.27
C: 0.71 -0.06 1.48
Yb: -0.57 3.28 -2.48
O: 0.04 0.78 0.53
H: 0.01 -0.80 1.89

Highest occupied orbital energy = -2.30 eV
Molecular weight = 276.1 u
Charge = -1
Max |F| = 2.05 eV/A

***

(5)
Computed, not measured: the molecule C3H3OP at a distorted geometry, with the ωB97M-V functional and the def2-TZVPD basis.

Geometry (Å):
H: -0.54 0.83 1.31
C: -1.53 -0.64 0.12
C: -0.53 0.17 0.33
H: 0.63 0.22 -1.26
O: -2.54 -1.11 -0.20
H: 1.19 1.32 -0.10
C: 0.92 0.20 -0.25
P: 2.40 -0.99 0.04

Relative energy (zero: lowest compared OMol25 entry of this formula, charge and spin) = 87.5 kcal/mol
Highest occupied orbital energy (alpha / beta) = -8.59 / -8.57 eV
Molecular weight = 86.0 u
Max |F| = 4.75 eV/A

***

(6)
Computed, not measured: the ion C3H3OS2 with charge -1 at a distorted geometry, with the ωB97M-V functional and the def2-TZVPD basis.

Geometry (Å):
C: 2.54 0.59 0.76
H: -0.15 0.92 -0.15
H: -0.30 -0.47 0.96
C: 0.14 -0.12 0.03
O: 3.06 1.05 1.72
S: 2.07 -2.36 -0.02
H: -0.23 -0.75 -0.78
S: 2.68 0.82 -1.00
C: 1.63 -0.26 0.11

Relative energy (zero: lowest compared OMol25 entry of this formula, charge and spin) = 37.8 kcal/mol
Highest occupied orbital energy = -3.26 eV
Molecular weight = 119.2 u
Charge = -1
Max |F| = 4.19 eV/A

***

(7)
Computed, not measured: a structure of composition C3H3OS2 at a distorted geometry, with the ωB97M-V functional and the def2-TZVPD basis.

Geometry (Å):
H: -1.60 -1.17 -0.53
H: -1.94 0.30 0.71
C: -1.30 -0.16 -0.08
H: -1.10 0.58 -0.80
C: 1.27 0.74 0.52
S: 1.51 0.99 -1.17
C: 0.58 -0.54 0.13
O: 1.56 1.38 1.46
S: 1.02 -2.12 -0.24

Relative energy (zero: lowest compared OMol25 entry of this formula, charge and spin) = 50.0 kcal/mol
Highest occupied orbital energy = -3.55 eV
Molecular weight = 119.2 u
Charge = -1
Max |F| = 3.84 eV/A

***

(8)
Computed, not measured: the molecule C3H4, with the ωB97M-V functional and the def2-TZVPD basis.

Geometry (Å):
C: -0.09 -0.81 -0.66
H: -0.80 1.75 1.49
C: -0.02 0.21 0.26
H: -0.54 -0.67 -1.64
H: 1.09 -0.13 0.22
C: -0.03 1.41 0.78
H: 0.38 -1.77 -0.45

Relative energy (zero: lowest compared OMol25 entry of this formula, charge and spin) = 86.7 kcal/mol
Highest occupied orbital energy = -8.11 eV
Molecular weight = 40.1 u
Max |F| = 0.45 eV/A